1.
{"formula": "C23H18ClN3O3", "method": "the ωB97M-V functional and the def2-TZVPD basis", "smiles": "COC1CN(C(=O)c2cc(-c3ccccc3)c(=O)n3ncc4ccc(Cl)cc4c23)C1", "energy_ev": -47275.9590, "e_homo_ev": -8.1, "molar_mass_g_mol": 419.87, "lumo_energy_ev": -0.597, "total_charge": 0, "elements": ["C", "O", "C", "C", "N", "C", "O", "C", "C", "C", "C", "C", "C", "C", "C", "C", "C", "O", "N", "N", "C", "C", "C", "C", "C", "Cl", "C", "C", "C", "C", "H", "H", "H", "H", "H", "H", "H", "H", "H", "H", "H", "H", "H", "H", "H", "H", "H", "H"], "coordinates": [[-2.34218, -0.17267, 4.15955], [-3.45700, 0.45299, 3.43418], [-3.15948, 1.39735, 2.41355], [-2.58235, 0.82673, 1.09597], [-1.42055, 1.64695, 1.29296], [-0.10126, 1.28733, 0.97674], [0.81290, 1.76190, 1.62731], [0.27570, 0.32461, -0.06341], [1.07461, -0.80018, 0.41726], [1.61066, -1.72578, -0.48231], [2.61103, -2.70066, 0.01003], [3.78368, -2.19695, 0.64571], [4.73178, -3.07491, 1.20983], [4.49139, -4.44694, 1.10533], [3.40878, -4.99446, 0.42902], [2.46841, -4.09389, -0.13762], [1.18771, -1.62480, -1.87180], [1.52868, -2.49985, -2.70822], [0.37030, -0.58197, -2.30443], [-0.34430, -0.75965, -3.49076], [-1.16578, 0.16568, -3.92513], [-1.22993, 1.46537, -3.31236], [-1.86379, 2.50991, -3.95578], [-1.72975, 3.78273, -3.44310], [-1.01242, 4.02083, -2.25250], [-0.76571, 5.66315, -1.76072], [-0.50179, 2.95325, -1.50821], [-0.63679, 1.62976, -2.03581], [0.00801, 0.45372, -1.40661], [-1.84125, 2.24042, 2.52897], [-1.99270, 0.50514, 4.95937], [-2.64063, -1.09662, 4.64007], [-1.50314, -0.38541, 3.46694], [-4.01627, 2.03191, 2.21235], [-2.42353, -0.24449, 1.09530], [-3.12915, 1.12173, 0.20380], [1.34944, -0.92236, 1.48566], [3.95031, -1.13009, 0.68488], [5.62662, -2.68956, 1.71361], [5.15799, -5.15444, 1.58569], [3.25054, -6.06335, 0.35870], [1.55743, -4.47344, -0.66357], [-1.73713, 0.03004, -4.83084], [-2.36780, 2.38386, -4.89362], [-2.17875, 4.62002, -3.98138], [0.01533, 3.19737, -0.58625], [-1.97106, 3.33633, 2.50838], [-1.15681, 2.02334, 3.35329]], "mulliken_charge": [-0.510, -0.457, 0.076, -0.704, 0.636, -0.697, -0.653, 1.577, -0.952, 0.270, 0.037, -0.150, -0.831, -0.176, -0.784, -0.064, 0.351, -0.693, 0.455, -0.870, -0.526, 0.732, -0.905, -0.419, -0.119, -0.212, -0.567, 0.654, -0.147, -0.821, 0.257, 0.295, 0.129, 0.408, 0.307, 0.277, 0.516, 0.472, 0.359, 0.349, 0.381, 0.327, 0.405, 0.393, 0.398, 0.632, 0.261, 0.302]}



2.
{"formula": "C23H18ClN5O", "method": "the ωB97M-V functional and the def2-TZVPD basis", "smiles": "C[C@H](c1ccccc1)c1ccc2c(n1)Nc1ccc(-n3cnc(Cl)c3)cc1NC2=O", "energy_ev": -46161.3805, "e_homo_ev": -8.4, "molar_mass_g_mol": 415.88, "lumo_energy_ev": 0.047, "total_charge": 0, "elements": ["C", "C", "C", "C", "C", "C", "C", "C", "C", "C", "C", "C", "C", "N", "N", "C", "C", "C", "C", "N", "C", "N", "C", "Cl", "C", "C", "C", "N", "C", "O", "H", "H", "H", "H", "H", "H", "H", "H", "H", "H", "H", "H", "H", "H", "H", "H", "H", "H"], "coordinates": [[-1.69634, -3.08162, 0.82764], [-1.64643, -2.16599, 2.13062], [-3.07033, -1.86264, 2.72652], [-4.18119, -1.77578, 1.91762], [-5.39670, -1.61691, 2.44573], [-5.67642, -1.63851, 3.82487], [-4.57163, -1.68220, 4.65561], [-3.28651, -1.86119, 4.12621], [-0.97134, -0.80141, 1.85370], [-0.29857, -0.11333, 2.96175], [0.28895, 1.12189, 2.60472], [0.23554, 1.59205, 1.32331], [-0.45382, 0.84470, 0.37661], [-0.95343, -0.37410, 0.59714], [-0.62656, 1.35597, -0.88228], [0.57948, 1.33649, -1.55808], [0.64497, 0.47927, -2.66710], [1.75655, 0.39293, -3.42707], [2.79709, 1.26528, -3.30252], [3.92269, 1.16797, -4.18829], [4.08939, 0.04834, -5.04042], [5.36570, 0.11916, -5.46577], [6.06824, 1.18831, -5.00137], [7.80895, 1.51223, -5.09224], [5.17418, 1.89066, -4.19824], [2.70294, 2.17412, -2.25000], [1.63351, 2.25308, -1.28857], [1.53969, 3.19613, -0.29423], [1.17241, 2.72459, 0.96764], [1.83450, 3.24480, 1.85124], [-0.77377, -3.60791, 0.53686], [-2.05821, -2.52390, -0.05119], [-2.46903, -3.80289, 0.92301], [-1.01086, -2.68067, 2.78157], [-4.03910, -1.77834, 0.78105], [-6.15142, -1.68183, 1.72360], [-6.71914, -1.44312, 4.20934], [-4.71722, -1.49446, 5.73224], [-2.47945, -1.71808, 4.71368], [-0.16465, -0.56142, 3.95164], [0.86688, 1.51276, 3.45589], [-1.28454, 0.70578, -1.27842], [-0.25465, -0.11824, -2.76032], [1.76607, -0.37066, -4.28457], [3.39095, -0.75724, -5.36310], [5.45277, 2.61691, -3.36736], [3.62397, 2.81768, -1.95425], [2.23589, 3.95131, -0.28442]], "mulliken_charge": [-1.686, -0.055, 0.494, -0.196, -0.508, -0.502, -0.375, -0.430, 0.244, -0.701, -0.809, 0.905, -0.072, -0.334, -0.315, 1.171, -1.499, -0.466, 1.444, 0.103, 0.033, -0.668, 0.244, -0.183, -0.347, -0.452, -0.197, -0.206, 0.285, -0.666, 0.313, 0.339, 0.491, 0.697, 0.167, 0.380, 0.310, 0.325, 0.371, 0.395, 0.379, 0.395, 0.279, -0.022, 0.333, 0.216, 0.033, 0.342]}



3.
{"formula": "C23H18CoN3O2PS6", "method": "the ωB97M-V functional and the def2-TZVPD basis", "energy_ev": -144628.8445, "e_homo_ev": [-11.1, -11.0], "molar_mass_g_mol": 650.73, "lumo_energy_ev": [-5.965, -5.999], "total_charge": 1, "elements": ["Co", "O", "C", "C", "C", "C", "C", "C", "C", "P", "C", "C", "C", "C", "C", "C", "C", "C", "C", "C", "C", "C", "H", "H", "H", "H", "H", "H", "H", "H", "H", "H", "H", "H", "H", "H", "S", "C", "S", "C", "C", "S", "S", "S", "O", "N", "N", "C", "N", "S", "H", "H", "H", "H"], "coordinates": [[-0.05951, -0.42034, -0.62258], [-1.14710, -0.28705, 2.72858], [-0.13879, -0.59823, 2.12440], [1.21253, -0.23573, 2.64595], [1.40286, -0.36550, 4.01947], [2.60770, -0.00168, 4.59332], [3.61441, 0.52754, 3.79961], [3.42085, 0.68801, 2.43848], [2.21890, 0.30438, 1.84409], [2.03207, 0.55399, 0.04627], [3.53948, -0.15508, -0.66443], [4.70740, 0.60647, -0.73861], [5.86340, 0.04066, -1.25051], [5.85628, -1.27083, -1.70545], [4.69535, -2.02603, -1.63371], [3.53396, -1.47193, -1.11809], [2.13854, 2.33751, -0.24639], [2.43333, 2.76418, -1.54445], [2.38601, 4.11304, -1.85968], [2.01433, 5.03729, -0.89230], [1.69914, 4.61294, 0.39137], [1.75158, 3.26484, 0.71643], [0.58974, -0.75313, 4.61787], [2.75746, -0.12327, 5.65761], [4.55453, 0.82485, 4.24554], [4.20959, 1.11261, 1.83340], [4.71327, 1.63654, -0.40802], [6.76860, 0.63131, -1.30113], [6.75988, -1.70206, -2.11510], [4.69036, -3.04851, -1.98699], [2.62608, -2.05875, -1.06068], [2.71111, 2.03304, -2.29554], [2.63936, 4.44167, -2.86008], [1.97165, 6.09047, -1.13709], [1.40551, 5.33434, 1.14267], [1.49449, 2.93490, 1.71617], [-0.80190, 5.15706, -5.02665], [-0.62413, 3.88140, -4.04033], [-1.25324, 3.86396, -2.41095], [-0.74797, 2.25316, -2.01176], [-0.04099, 1.54561, -3.02280], [0.52222, -0.01792, -2.87833], [0.21566, 2.42146, -4.50197], [-1.13421, 1.61674, -0.52271], [0.80117, -1.68981, 0.24824], [-0.28224, -1.36292, 0.95910], [-3.48279, -0.76176, 0.82699], [-3.52839, -0.56842, -0.47411], [-4.52852, 0.13794, -1.00363], [-2.37594, -1.28375, -1.53162], [-4.13515, -0.30762, 1.44899], [-2.63701, -1.10883, 1.26673], [-5.25952, 0.53894, -0.43801], [-4.59912, 0.21472, -2.00213]], "mulliken_charge": [-0.010, -0.678, 0.353, 0.640, -0.621, -0.684, -0.770, -0.302, 0.031, 1.946, 0.698, -0.326, -0.933, -0.553, -0.800, -0.535, 0.459, -0.721, -0.926, -0.602, -0.747, -0.541, 0.504, 0.410, 0.452, 0.351, 0.431, 0.430, 0.417, 0.447, 0.337, 0.712, 0.515, 0.435, 0.459, 0.442, -0.058, 0.107, 0.095, 0.437, 0.149, -0.120, 0.053, -0.187, -0.476, -0.227, -0.297, 0.584, -0.381, -0.263, 0.221, 0.206, 0.202, 0.234]}



4.
{"formula": "C23H18F3N3O2S", "method": "the ωB97M-V functional and the def2-TZVPD basis", "smiles": "CS(=O)(=O)Nc1ccccc1-c1ccc2[nH]c(/C=C/c3ccc(C(F)(F)F)cc3)nc2c1", "energy_ev": -51696.1709, "e_homo_ev": -8.2, "molar_mass_g_mol": 457.48, "lumo_energy_ev": -0.339, "total_charge": 0, "elements": ["C", "S", "O", "O", "N", "C", "C", "C", "C", "C", "C", "C", "C", "C", "C", "N", "C", "C", "C", "C", "C", "C", "C", "C", "F", "F", "F", "C", "C", "N", "C", "C", "H", "H", "H", "H", "H", "H", "H", "H", "H", "H", "H", "H", "H", "H", "H", "H", "H", "H"], "coordinates": [[1.27443, 0.62568, 6.62675], [1.03054, 0.29824, 4.88417], [1.66259, 1.35529, 4.09362], [1.42914, -1.05016, 4.50751], [-0.66149, 0.47320, 4.64723], [-1.57340, -0.55327, 4.89261], [-1.80835, -1.01526, 6.18019], [-2.88072, -1.89059, 6.42380], [-3.70254, -2.29044, 5.36513], [-3.51911, -1.70833, 4.09762], [-2.42278, -0.89498, 3.82606], [-2.19607, -0.44065, 2.42324], [-3.30204, 0.00409, 1.67619], [-3.15619, 0.33968, 0.29212], [-1.89518, 0.27669, -0.28245], [-1.38470, 0.50227, -1.54895], [-0.01892, 0.22644, -1.52059], [0.92172, 0.23104, -2.60460], [0.67195, 0.89251, -3.77747], [1.57296, 0.75545, -4.96283], [2.29961, -0.42133, -5.18474], [3.14812, -0.51385, -6.28821], [3.25301, 0.53520, -7.20553], [4.15337, 0.49571, -8.38094], [5.32436, -0.01367, -7.92992], [4.41287, 1.71456, -8.96140], [3.62912, -0.33517, -9.33405], [2.53098, 1.67939, -6.97993], [1.63200, 1.79836, -5.88374], [0.35999, -0.18585, -0.35779], [-0.77952, -0.15209, 0.43613], [-0.92029, -0.46793, 1.77578], [0.77811, 1.57428, 6.90506], [2.27920, 0.69661, 6.89902], [0.84655, -0.20643, 7.18533], [-0.75782, 0.92133, 3.76218], [-1.25291, -0.64701, 7.03453], [-3.09233, -2.19423, 7.42919], [-4.52986, -2.98143, 5.53223], [-4.16732, -2.00649, 3.29064], [-4.27526, 0.06053, 2.10527], [-3.99900, 0.67316, -0.29555], [-1.92739, 0.84587, -2.35940], [1.81249, -0.37302, -2.46295], [-0.20751, 1.55532, -3.86274], [2.18410, -1.23590, -4.48396], [3.72265, -1.40149, -6.46693], [2.57490, 2.52617, -7.68703], [1.00239, 2.72531, -5.77889], [-0.07644, -0.80277, 2.30901]], "mulliken_charge": [-0.988, 1.231, -0.676, -0.629, -0.387, 0.622, -0.343, -0.629, -0.720, -0.974, 0.586, 0.027, -0.694, -1.199, 0.235, -0.069, 0.180, -0.534, -0.278, 0.958, -0.793, -0.702, 0.122, 0.880, -0.249, -0.266, -0.243, -0.376, -0.704, -0.743, 0.735, -0.591, 0.318, 0.422, 0.321, 0.450, 0.276, 0.392, 0.362, 0.498, 0.600, 0.375, 0.232, 0.472, 0.238, 0.402, 0.409, 0.363, 0.296, 0.784]}



5.
{"formula": "C23H18F5NO7OsS2Se", "method": "the ωB97M-V functional and the def2-TZVPD basis", "energy_ev": -143035.5939, "e_homo_ev": [-8.7, -8.7], "molar_mass_g_mol": 848.71, "lumo_energy_ev": [-1.931, -1.930], "total_charge": 0, "elements": ["Os", "O", "S", "O", "O", "C", "C", "C", "C", "C", "C", "S", "O", "O", "O", "H", "H", "H", "H", "F", "C", "C", "F", "C", "F", "C", "O", "C", "F", "C", "F", "Se", "C", "C", "C", "C", "C", "C", "H", "H", "H", "H", "H", "C", "C", "C", "C", "C", "N", "H", "H", "H", "H", "H", "H", "H", "H", "H"], "coordinates": [[-0.08985, -0.37639, 0.24059], [-1.96378, -0.09127, -3.33050], [-0.88043, -0.33329, -2.43809], [-0.41592, 0.80223, -1.59503], [-1.16956, -1.35449, -1.38090], [0.49746, -0.90220, -3.42212], [0.19947, -1.12365, -4.75814], [1.17479, -1.58035, -5.63445], [2.45482, -1.81559, -5.17389], [2.76169, -1.59397, -3.83710], [1.80005, -1.13718, -2.95309], [2.35481, -0.85246, -1.27412], [2.07972, 0.53902, -0.98076], [3.70642, -1.30517, -1.20047], [1.40524, -1.68132, -0.43168], [-0.80442, -0.93560, -5.10771], [0.92180, -1.74748, -6.67236], [3.22390, -2.17070, -5.84623], [3.75833, -1.77139, -3.45993], [1.92021, 4.07665, 5.43771], [1.70966, 3.16120, 4.49269], [0.52151, 2.46167, 4.44591], [-0.42948, 2.69448, 5.35665], [0.29954, 1.50987, 3.46193], [-0.86226, 0.84856, 3.51199], [1.25213, 1.22559, 2.48416], [1.17517, 0.32118, 1.51385], [2.45827, 1.94392, 2.56623], [3.40930, 1.71011, 1.67169], [2.68501, 2.89204, 3.54342], [3.83841, 3.55679, 3.57808], [-0.97569, -2.17657, 1.38752], [-2.29569, -1.61865, 2.66054], [-3.53938, -1.16088, 2.24493], [-4.50506, -0.84860, 3.19191], [-4.23208, -0.99921, 4.54443], [-2.99530, -1.47651, 4.95253], [-2.02546, -1.79178, 4.01250], [-3.75504, -1.07026, 1.18707], [-5.48073, -0.50337, 2.87226], [-4.98837, -0.75686, 5.27935], [-2.78241, -1.60358, 6.00577], [-1.05851, -2.15982, 4.33079], [-2.88843, 4.02015, 0.62791], [-3.35458, 2.71960, 1.29569], [-4.66805, 2.22678, 0.67634], [-3.49785, 2.90862, 2.81107], [-2.32714, 1.70057, 1.04335], [-1.51281, 0.93194, 0.81870], [-3.63201, 4.79457, 0.81825], [-2.78336, 3.89501, -0.44916], [-1.93368, 4.35009, 1.03635], [-5.42879, 2.99532, 0.81500], [-5.01057, 1.31199, 1.16040], [-4.55593, 2.03734, -0.39075], [-4.29467, 3.63013, 2.99503], [-2.57643, 3.28900, 3.25163], [-3.74927, 1.97151, 3.30533]], "mulliken_charge": [1.983, -0.661, 1.499, -0.647, -0.831, 0.012, -0.594, -0.592, -0.598, -0.541, -0.264, 1.635, -0.509, -0.715, -0.755, 0.551, 0.398, 0.398, 0.568, -0.305, 0.602, -0.335, -0.345, 0.045, 0.159, 0.579, -0.756, 0.280, -0.281, 0.133, -0.302, -0.053, 0.078, -0.182, -0.633, -0.474, -0.622, -0.465, 0.542, 0.399, 0.414, 0.396, 0.429, -1.765, 2.337, -1.538, -1.339, -0.213, -0.292, 0.447, 0.397, 0.373, 0.445, 0.194, 0.393, 0.455, 0.268, 0.196]}